Record 1
C46H35NO9Si2 as an isolated structure at a distorted geometry, computed with ωB97M-V with the def2-TZVPD basis set.

```
93
Properties=species:S:1:pos:R:3:forces:R:3:mulliken_charge:R:1
C 4.297 3.095 -3.558 0.12 0.12 0.00 -1.01
C 3.790 4.022 -2.476 0.26 0.41 0.31 0.45
O 3.321 5.100 -2.715 -0.25 -0.09 -0.04 -0.56
N 3.856 3.536 -1.132 -0.05 -1.05 -0.54 0.30
Si 2.313 3.243 -0.323 -0.06 0.67 0.41 0.29
O 1.090 3.482 -1.382 0.04 -0.38 0.06 -0.17
Si 0.386 2.390 -2.402 -0.15 0.09 -0.37 0.63
C 4.950 2.615 -0.893 -0.08 0.12 0.17 0.42
C 4.706 1.122 -0.954 0.06 0.04 0.00 -1.00
O 6.042 3.055 -0.662 0.03 -0.02 -0.12 -0.53
H 5.350 2.850 -3.408 -0.02 -0.01 0.01 0.37
H 4.179 3.590 -4.515 0.01 0.03 -0.05 0.33
H 3.726 2.165 -3.557 -0.01 -0.02 0.04 0.26
H 2.152 4.165 0.804 -0.03 0.05 -0.03 -0.18
H 2.314 1.849 0.161 0.07 0.01 -0.01 -0.08
H 0.607 2.824 -3.795 0.02 0.01 0.02 -0.12
H 1.030 1.065 -2.211 -0.01 0.02 0.04 -0.17
H -1.057 2.296 -2.132 0.00 0.00 0.08 -0.20
H 3.729 0.847 -1.341 -0.01 0.02 0.03 0.33
H 5.484 0.697 -1.585 0.05 -0.02 0.00 0.33
H 4.836 0.702 0.043 -0.06 -0.02 0.02 0.33
C 6.503 2.691 6.335 -0.01 -0.01 0.01 -0.46
C 6.197 3.034 5.022 -0.01 0.00 -0.01 -0.59
C 4.961 2.710 4.490 0.04 0.03 0.00 -0.63
C 4.026 2.035 5.267 -0.03 0.00 -0.01 0.20
C 4.337 1.682 6.581 -0.01 -0.03 0.01 0.37
C 5.577 2.017 7.112 0.04 0.02 -0.01 -0.65
C 3.366 0.934 7.432 -0.02 0.02 -0.04 0.53
O 3.633 0.634 8.576 0.01 -0.01 0.01 -0.67
C 2.056 0.564 6.821 0.03 0.01 0.01 0.33
C 1.146 -0.170 7.572 -0.04 -0.02 0.00 -0.63
C -0.079 -0.516 7.028 0.01 0.01 0.02 -0.49
C -0.406 -0.126 5.734 -0.02 -0.03 -0.02 -0.41
C 0.498 0.603 4.981 -0.04 -0.02 0.00 -0.68
C 1.733 0.945 5.518 0.02 0.02 -0.01 0.22
C 2.697 1.708 4.674 0.02 -0.03 0.04 0.52
O 2.414 2.043 3.544 0.01 0.01 -0.08 -0.66
H 7.468 2.950 6.750 0.00 0.00 0.00 0.39
H 6.924 3.556 4.414 0.00 0.00 0.00 0.42
H 4.702 2.975 3.474 -0.02 0.00 0.01 0.63
H 5.797 1.739 8.134 -0.02 -0.01 0.00 0.48
H 1.417 -0.460 8.579 0.01 0.02 0.00 0.48
H -0.785 -1.091 7.614 0.00 0.01 0.00 0.43
H -1.363 -0.401 5.309 0.01 -0.02 -0.01 0.37
H 0.264 0.913 3.971 0.02 0.00 0.00 0.49
C -0.275 -0.687 -8.349 0.00 0.01 0.02 -0.52
C -0.824 -0.503 -9.613 -0.01 0.01 -0.01 -0.47
C -1.877 0.378 -9.793 0.04 -0.02 -0.02 -0.60
C -2.391 1.076 -8.706 -0.02 0.03 -0.01 0.32
C -1.847 0.883 -7.435 -0.02 0.00 0.03 0.13
C -0.784 0.003 -7.263 0.03 -0.03 -0.02 -0.59
C -2.393 1.596 -6.245 -0.01 0.03 -0.04 0.59
O -1.916 1.436 -5.142 0.04 -0.03 0.06 -0.63
C -3.551 2.511 -6.459 0.03 -0.02 0.00 0.14
C -4.105 3.161 -5.363 -0.03 0.04 0.01 -0.57
C -5.173 4.023 -5.538 0.01 -0.01 0.01 -0.53
C -5.691 4.244 -6.809 0.00 0.00 -0.02 -0.46
C -5.145 3.598 -7.905 -0.03 0.03 0.02 -0.62
C -4.076 2.726 -7.734 0.00 -0.02 -0.02 0.34
C -3.517 2.030 -8.929 0.02 0.00 0.04 0.52
O -3.960 2.229 -10.039 -0.01 -0.01 -0.01 -0.67
H 0.552 -1.372 -8.213 0.00 0.00 0.00 0.40
H -0.428 -1.048 -10.460 0.00 0.00 0.00 0.39
H -2.315 0.539 -10.768 -0.01 0.02 0.01 0.48
H -0.373 -0.128 -6.271 -0.02 0.01 0.00 0.54
H -3.684 2.980 -4.382 0.02 -0.01 -0.01 0.54
H -5.604 4.527 -4.683 0.00 0.00 -0.01 0.41
H -6.523 4.923 -6.944 0.00 0.00 0.00 0.40
H -5.534 3.756 -8.902 0.01 -0.02 0.00 0.48
C -3.624 -5.144 -0.531 0.00 -0.02 0.01 -0.49
C -3.222 -3.837 -0.275 0.01 0.01 0.01 -0.50
C -2.821 -3.471 0.999 0.00 0.01 -0.05 -0.56
C -2.827 -4.409 2.025 0.01 0.01 0.03 0.17
C -3.242 -5.717 1.769 -0.01 -0.02 0.03 0.21
C -3.635 -6.081 0.487 -0.01 0.01 -0.04 -0.60
C -3.285 -6.741 2.854 0.02 0.04 0.01 0.56
O -3.635 -7.880 2.631 -0.01 -0.01 0.00 -0.66
C -2.885 -6.309 4.226 -0.01 -0.01 -0.03 0.51
C -2.953 -7.229 5.265 0.02 -0.01 0.04 -0.67
C -2.575 -6.856 6.544 0.00 -0.01 -0.01 -0.43
C -2.123 -5.564 6.790 0.00 0.01 -0.01 -0.60
C -2.057 -4.643 5.758 0.00 -0.01 0.04 -0.65
C -2.443 -5.010 4.474 0.00 0.02 -0.02 0.12
C -2.380 -3.993 3.385 -0.01 -0.05 -0.01 0.48
O -1.981 -2.868 3.598 -0.01 0.07 0.03 -0.66
H -3.932 -5.428 -1.529 0.00 0.00 0.00 0.40
H -3.220 -3.105 -1.071 0.00 -0.01 0.00 0.43
H -2.501 -2.462 1.218 0.01 -0.01 0.02 0.48
H -3.947 -7.101 0.308 0.00 0.00 0.02 0.48
H -3.302 -8.230 5.053 0.00 0.01 -0.02 0.48
H -2.630 -7.572 7.353 0.00 0.00 0.00 0.39
H -1.823 -5.277 7.789 0.00 0.00 0.00 0.41
H -1.707 -3.633 5.928 0.00 0.00 -0.02 0.73
```
Positions in Å, forces in eV/Å.

Output
Kohn-Sham gap = 0.31890 Eh
E = -3084.9916 a.u.
strongest force on any atom = 1.18 eV/A
LUMO = -1.11 eV

***

Record 2
A 2-piece molecular cluster, C5H10O2 overall, computed with ωB97M-V with the def2-TZVPD basis set.

```
17
Properties=species:S:1:pos:R:3:forces:R:3:mulliken_charge:R:1
C 1.873 -0.072 -0.725 -0.16 0.00 -0.11 -0.79
C 0.609 -0.361 -1.027 0.18 0.05 0.00 -0.59
C -0.591 0.491 -0.733 0.04 0.02 -0.08 0.45
C -1.897 -0.239 -0.375 -0.10 -0.25 -0.29 -0.57
O -2.062 0.533 0.817 -0.14 0.03 0.13 -0.41
C -0.772 1.137 0.658 0.28 0.24 0.06 -0.29
H 2.685 -0.742 -0.995 -0.14 0.10 0.05 0.25
H 2.154 0.856 -0.228 -0.11 -0.14 -0.02 0.32
H 0.402 -1.292 -1.559 0.03 0.12 0.06 0.31
H -0.738 1.217 -1.541 0.02 -0.12 0.10 0.36
H -1.759 -1.309 -0.159 -0.04 0.15 0.01 0.29
H -2.739 -0.118 -1.067 0.11 -0.02 0.10 0.27
H -0.828 2.231 0.690 0.02 -0.16 -0.02 0.26
H -0.068 0.778 1.418 -0.13 0.09 -0.11 0.12
O 1.205 -1.211 2.269 0.00 0.01 -0.08 -0.66
H 1.624 -0.357 2.119 0.04 -0.13 0.08 0.32
H 0.930 -1.476 1.382 0.08 0.01 0.12 0.34
```
Positions in Å, forces in eV/Å.

Output
SMILES = C=CC1COC1.O
Kohn-Sham gap = 0.39174 Eh
E = -346.9166 a.u.
ΔE to the lowest compared entry with this formula, charge and spin = 285.69 kJ/mol
strongest force on any atom = 0.40 eV/A
LUMO = 0.86 eV

***

Record 3
C3H6N2S in the gas phase at a distorted geometry, computed with ωB97M-V with the def2-TZVPD basis set.

```
12
Properties=species:S:1:pos:R:3:forces:R:3:mulliken_charge:R:1
C 1.644 1.649 -0.792 -0.09 -1.06 -0.02 -0.19
N 0.539 1.252 -1.314 0.30 0.04 0.59 -0.70
N -0.146 0.137 -0.795 -0.62 0.22 -0.95 0.11
C -0.159 -0.413 0.431 0.12 -0.25 0.82 0.56
C -1.333 -1.318 0.776 -0.64 -0.08 0.02 -0.94
S 0.943 -0.191 1.638 0.22 0.16 0.01 -0.41
H 2.119 2.536 -1.217 -0.43 -0.21 -0.06 0.27
H 2.188 1.088 -0.018 -0.42 0.46 -0.29 0.19
H -0.939 -0.094 -1.420 0.88 0.35 0.76 0.30
H -0.973 -2.334 1.044 -0.13 0.67 -0.36 0.27
H -1.808 -0.923 1.724 0.40 -0.31 -1.26 0.26
H -2.073 -1.389 -0.059 0.40 0.02 0.74 0.27
```
Positions in Å, forces in eV/Å.

Output
SMILES = C=NNC(C)=S
Kohn-Sham gap = 0.32144 Eh
E = -625.5503 a.u.
ΔE to the lowest compared entry with this formula, charge and spin = 188.30 kJ/mol
strongest force on any atom = 1.36 eV/A
LUMO = 0.46 eV

***

Record 4
C3H7OS as an isolated structure at a distorted geometry, computed with ωB97M-V with the def2-TZVPD basis set.

```
12
Properties=species:S:1:pos:R:3:forces:R:3:mulliken_charge:R:1
C 1.877 1.503 1.071 0.99 -1.22 0.00 -0.74
S 0.758 0.635 -0.080 0.43 1.43 -0.53 -0.50
H 2.594 2.061 0.447 -0.25 0.08 0.42 0.17
H 1.463 2.133 1.860 -0.33 0.11 -0.23 0.23
H 2.457 0.700 1.573 -0.05 0.58 0.01 0.17
O -1.014 -1.791 0.582 -0.10 0.17 -0.60 -0.62
C -0.770 -1.141 -0.439 -1.01 -1.65 0.83 0.06
C -1.828 -0.229 -1.050 0.57 0.45 -0.38 -0.87
H 0.000 -1.524 -1.142 -0.07 0.38 0.13 0.28
H -2.655 -0.832 -1.462 0.28 0.03 0.14 0.31
H -1.352 0.364 -1.851 -0.40 -0.19 0.26 0.27
H -2.194 0.462 -0.290 -0.06 -0.16 -0.06 0.24
```
Positions in Å, forces in eV/Å.

Output
Kohn-Sham gap = 0.24832 Eh
E = -591.9198 a.u.
ΔE to the lowest compared entry with this formula, charge and spin = 127.35 kJ/mol
strongest force on any atom = 2.10 eV/A
LUMO = 4.20 eV
net charge = -1

***

Record 5
A 5-piece molecular cluster, C22H43N2O4S overall, computed with ωB97M-V with the def2-TZVPD basis set.

```
72
Properties=species:S:1:pos:R:3:forces:R:3:mulliken_charge:R:1
S -1.178 -3.203 0.347 -0.08 -0.02 0.28 -0.25
C -1.639 -1.886 -0.828 0.22 -0.20 -0.21 -0.07
C -1.812 -0.585 -0.059 -0.07 -0.11 -0.06 -0.71
C -3.010 -0.569 0.919 0.42 0.52 -0.09 0.03
C -4.204 -1.246 0.385 -0.02 -0.24 0.25 0.03
N -4.508 -2.517 0.626 -0.20 -0.30 0.00 0.30
C -5.658 -2.872 -0.044 -0.19 0.29 -0.25 -0.32
C -6.070 -1.768 -0.710 -0.01 -0.41 0.11 -0.45
N -5.154 -0.775 -0.424 -0.13 0.08 -0.18 -0.01
H -1.344 -4.284 -0.426 0.00 0.11 -0.16 0.16
H -0.838 -1.746 -1.549 -0.01 0.01 0.05 0.03
H -2.530 -2.183 -1.383 -0.10 0.08 0.09 0.46
H -0.907 -0.409 0.525 0.00 0.11 -0.03 0.44
H -1.878 0.232 -0.779 -0.09 -0.01 0.00 0.02
H -2.744 -1.060 1.851 -0.13 -0.09 0.05 -0.39
H -3.260 0.466 1.165 -0.03 -0.03 0.02 0.54
H -3.944 -3.124 1.212 0.15 0.19 0.08 0.24
H -6.108 -3.848 -0.017 0.14 -0.05 0.13 0.43
H -6.927 -1.647 -1.347 0.05 0.22 -0.01 0.42
H -5.197 0.168 -0.779 0.09 0.00 0.06 0.23
C 2.846 -2.166 -3.112 -0.01 0.12 -0.05 -0.81
C 3.383 -0.785 -2.738 -0.04 -0.01 0.06 -0.41
C 2.107 0.046 -2.701 0.07 0.05 -0.04 -0.14
O 1.058 -0.847 -2.293 -0.01 -0.04 0.04 -0.45
C 1.531 -2.198 -2.348 0.01 -0.09 0.05 -0.39
H 3.511 -2.984 -2.838 0.00 0.00 0.02 0.37
H 2.661 -2.221 -4.186 0.00 0.00 0.01 0.31
H 3.844 -0.815 -1.749 0.02 0.01 -0.01 0.25
H 4.116 -0.390 -3.439 0.02 -0.01 0.01 0.41
H 1.861 0.444 -3.691 0.02 0.03 0.01 0.21
H 2.154 0.880 -2.001 -0.07 -0.02 -0.03 -0.05
H 1.668 -2.563 -1.324 0.03 -0.04 -0.02 0.26
H 0.774 -2.816 -2.837 -0.01 0.00 0.00 0.32
C 0.417 4.559 -0.284 -0.05 0.01 -0.03 -0.72
C -0.562 3.407 -0.507 0.02 -0.05 0.03 -0.36
C -0.234 2.996 -1.938 -0.01 0.03 -0.03 -0.25
O 1.152 3.269 -2.124 -0.01 0.03 0.01 -0.40
C 1.642 4.064 -1.040 0.04 -0.08 0.02 -0.13
H 0.624 4.761 0.766 0.00 -0.01 0.00 0.35
H 0.033 5.473 -0.740 0.00 -0.01 0.00 0.30
H -0.338 2.588 0.182 0.01 -0.01 0.00 0.10
H -1.606 3.689 -0.377 -0.01 0.03 -0.01 0.44
H -0.812 3.583 -2.661 -0.03 -0.01 0.01 0.32
H -0.412 1.936 -2.134 0.04 -0.02 -0.02 0.06
H 2.274 3.433 -0.406 0.00 0.05 0.05 0.04
H 2.252 4.873 -1.441 0.00 -0.02 -0.04 0.31
C 5.190 3.143 -0.773 -0.03 0.00 0.04 -0.46
C 6.701 3.077 -0.570 0.01 0.04 -0.04 -0.64
C 7.051 1.796 -1.315 -0.01 -0.04 0.00 -0.46
O 6.107 1.682 -2.384 -0.06 -0.01 0.06 -0.40
C 5.049 2.623 -2.196 0.03 -0.04 -0.08 0.20
H 4.766 4.139 -0.655 0.05 0.02 0.03 0.32
H 4.687 2.470 -0.073 0.00 0.00 0.00 0.25
H 7.182 3.935 -1.043 0.00 -0.01 0.00 0.28
H 7.003 3.051 0.476 -0.01 -0.01 0.01 0.36
H 6.955 0.920 -0.665 0.02 0.01 0.02 0.26
H 8.057 1.806 -1.734 -0.01 -0.02 -0.02 0.29
H 5.161 3.428 -2.929 -0.05 0.04 0.03 0.30
H 4.092 2.127 -2.371 0.02 0.00 -0.05 -0.30
C -4.222 -2.942 5.704 0.02 -0.07 -0.01 -0.59
C -2.764 -2.508 5.845 -0.03 0.08 0.00 -0.61
C -2.271 -2.600 4.410 0.06 -0.08 0.02 -0.43
O -3.407 -2.298 3.579 -0.09 -0.10 -0.13 -0.30
C -4.604 -2.312 4.374 -0.02 0.07 0.05 -0.50
H -4.858 -2.609 6.522 0.01 0.01 0.00 0.35
H -4.287 -4.030 5.642 -0.01 0.01 0.00 0.27
H -2.710 -1.477 6.200 0.01 -0.01 0.00 0.28
H -2.187 -3.132 6.524 -0.01 -0.01 0.00 0.34
H -1.920 -3.607 4.170 0.01 0.00 0.01 0.30
H -1.473 -1.892 4.184 -0.02 0.01 -0.04 0.25
H -4.950 -1.282 4.507 -0.01 -0.01 0.01 0.31
H -5.377 -2.872 3.844 0.01 0.00 -0.03 0.28
```
Positions in Å, forces in eV/Å.

Output
Kohn-Sham gap = 0.31093 Eh
E = -1672.4727 a.u.
strongest force on any atom = 0.68 eV/A
LUMO = -2.39 eV
net charge = +1

***

Record 6
C2H3FO2 in the gas phase at a distorted geometry, computed with ωB97M-V with the def2-TZVPD basis set.

```
8
Properties=species:S:1:pos:R:3:forces:R:3:mulliken_charge:R:1
O 0.733 -1.264 0.210 0.10 -3.20 0.04 -0.49
C 0.420 -0.053 -0.122 -0.20 2.95 3.03 0.77
F 1.551 0.663 -0.355 -0.63 0.34 -0.87 -0.26
C -0.954 0.371 -0.366 2.46 3.13 -0.49 -0.39
O -0.421 0.693 0.893 1.88 -1.00 0.37 -0.44
H 1.461 -1.414 0.849 -0.58 0.90 -0.52 0.34
H -1.127 1.337 -0.836 -0.31 -0.66 -1.05 0.22
H -1.664 -0.332 -0.273 -2.72 -2.45 -0.52 0.24
```
Positions in Å, forces in eV/Å.

Output
SMILES = O[C@@]1(F)CO1
Kohn-Sham gap = 0.41297 Eh
E = -328.2847 a.u.
ΔE to the lowest compared entry with this formula, charge and spin = 184.79 kJ/mol
strongest force on any atom = 4.23 eV/A
LUMO = 0.75 eV

***

Record 7
A 17-piece molecular cluster, H34O17 overall at a distorted geometry, computed with ωB97M-V with the def2-TZVPD basis set.

```
51
Properties=species:S:1:pos:R:3:forces:R:3:mulliken_charge:R:1
O 0.163 -1.327 1.073 0.23 -0.74 0.18 -0.51
H 1.056 -1.523 1.393 0.17 0.60 -0.16 0.28
H -0.206 -2.170 1.381 -0.48 0.11 -0.23 0.29
O -2.307 0.797 -1.269 0.80 -0.35 0.58 -0.72
H -2.217 1.750 -1.203 -0.90 0.80 -0.72 0.31
H -3.141 0.481 -1.633 -0.27 0.32 0.30 0.30
O -1.104 4.889 0.979 -0.29 1.19 -1.20 -0.67
H -0.703 4.969 1.837 0.09 -0.78 0.34 0.29
H -1.405 4.022 0.703 0.14 -0.52 1.06 0.42
O 3.431 2.015 3.251 1.39 0.19 0.17 -0.61
H 3.087 1.215 2.860 -0.68 0.15 0.04 0.30
H 2.752 2.467 3.748 -0.56 -0.32 -0.27 0.31
O -2.204 3.843 -1.423 0.27 -1.83 -0.14 -0.59
H -3.068 4.247 -1.475 0.30 0.83 0.19 0.25
H -1.466 4.383 -1.137 -0.46 0.85 -0.07 0.30
O 2.976 0.316 -1.864 -0.12 -0.28 0.47 -0.62
H 2.416 0.681 -1.161 0.02 0.34 -0.16 0.37
H 3.452 -0.382 -1.403 0.27 0.02 -0.14 0.25
O -2.768 -2.079 -4.222 0.80 0.82 0.30 -0.63
H -2.720 -3.010 -4.416 -0.38 -0.28 -0.34 0.30
H -3.494 -1.644 -4.669 -0.23 -0.54 -0.32 0.31
O 0.417 1.258 -1.409 -0.21 -0.02 0.08 -0.62
H 0.647 0.455 -1.886 0.07 0.09 -0.15 0.30
H -0.519 1.110 -1.196 0.52 -0.20 -0.16 0.39
O -0.319 -4.425 2.717 -0.36 -0.18 -0.25 -0.58
H -0.473 -4.911 1.903 0.04 -0.17 -0.06 0.29
H 0.552 -4.703 3.009 0.15 0.18 -0.03 0.30
O 4.872 -1.684 1.212 -0.63 -1.74 0.33 -0.60
H 5.033 -1.244 2.041 0.28 0.84 -0.23 0.30
H 5.011 -1.183 0.424 0.45 1.04 -0.05 0.31
O 0.223 -1.986 3.698 0.55 -0.07 0.46 -0.56
H 0.562 -1.725 4.557 -0.10 0.11 0.12 0.27
H -0.515 -1.411 3.504 -0.22 0.23 -0.04 0.28
O 1.320 -2.427 -1.971 0.01 -0.33 -0.09 -0.60
H 2.001 -1.871 -1.582 -0.17 0.08 -0.06 0.30
H 0.601 -1.831 -2.191 -0.01 0.04 0.07 0.31
O 3.011 -4.206 1.338 -0.05 0.00 0.43 -0.58
H 3.452 -4.567 2.114 0.15 0.25 0.04 0.29
H 2.804 -4.991 0.838 -0.19 -0.31 -0.49 0.29
O -3.916 -1.274 -1.913 0.26 0.29 0.13 -0.69
H -3.486 -1.830 -1.253 -0.22 0.03 0.20 0.33
H -3.190 -1.158 -2.548 -0.28 -0.52 -0.22 0.35
O -2.398 2.963 -4.619 1.25 0.96 -0.10 -0.59
H -2.948 2.213 -4.611 -1.48 -1.36 0.00 0.27
H -1.530 2.543 -4.590 0.21 0.40 0.09 0.31
O 0.651 1.875 2.750 0.11 0.66 -0.03 -0.57
H -0.084 2.222 2.214 0.25 -0.36 0.21 0.30
H 0.307 1.055 3.094 -0.21 -0.42 0.00 0.27
O -1.765 1.840 1.491 0.09 0.35 -0.01 -0.61
H -2.664 1.852 1.828 -0.08 -0.08 -0.20 0.24
H -1.761 1.366 0.650 -0.32 -0.38 0.16 0.38
```
Positions in Å, forces in eV/Å.

Output
Kohn-Sham gap = 0.38984 Eh
E = -1299.4036 a.u.
ΔE to the lowest compared entry with this formula, charge and spin = 331.70 kJ/mol
strongest force on any atom = 2.01 eV/A
LUMO = -0.05 eV